[1]
Molecular formula: C4H20BrN4O7
Method: DFT, ωB97M-V/def2-TZVPD

Values from the calculation:
**Charge**: -1
**Gap between HOMO and LUMO**: 6.234 eV
**Energy relative to the best compared isomer or geometry (same formula, charge and spin)**: 286.9 kJ/mol
**HOMO level**: -4.10 eV
**E_tot**: -3484.1906 hartree

Structure (XYZ):
```
36
C4H20BrN4O7 (ωB97M-V/def2-TZVPD)
Br 3.015 -0.669 -0.906
O 5.996 4.603 0.675
O 7.097 -3.533 1.579
O -3.517 -3.444 -1.038
O 1.963 -5.329 -5.381
O -0.711 5.413 -4.969
O -4.844 -5.770 -0.017
O 0.819 1.891 5.746
N 1.195 4.694 -4.215
N -0.667 3.487 -3.947
N -0.567 2.254 4.168
N -1.035 3.001 6.085
C -0.187 2.331 5.345
C -4.326 -3.509 0.188
C -4.137 -4.868 0.741
C -0.085 4.639 -4.284
H 6.604 -4.036 2.228
H -0.711 3.189 7.023
H -4.710 -5.584 -0.950
H -1.395 2.819 4.043
H 1.637 4.042 -3.582
H 1.825 -4.810 -4.588
H -4.094 -2.794 0.978
H -1.834 3.393 5.608
H 1.703 5.540 -4.431
H -3.085 -5.134 0.850
H 6.429 -3.060 1.084
H 5.417 5.240 1.093
H -1.568 3.342 -4.379
H 1.454 -4.878 -6.054
H -0.179 2.735 -3.482
H -2.856 -2.770 -0.865
H 5.454 3.822 0.564
H -0.192 1.841 3.326
H -5.359 -3.209 0.012
H -4.549 -4.880 1.750
```


[2]
Molecular formula: C4H20N2O3
Method: DFT, ωB97M-V/def2-TZVPD

Values from the calculation:
**Charge**: +2
**Gap between HOMO and LUMO**: 13.103 eV
**Energy relative to the best compared isomer or geometry (same formula, charge and spin)**: 0.0 kJ/mol
**HOMO level**: -18.94 eV
**E_tot**: -499.1066 hartree

Structure (XYZ):
```
29
C4H20N2O3 (ωB97M-V/def2-TZVPD)
O -0.807 -1.609 -3.557
O -1.909 0.630 2.522
O 2.650 1.675 1.791
N -1.660 0.181 -1.641
N 0.767 -0.320 2.205
C -0.508 0.351 -0.673
C -0.268 -1.011 -0.014
C 0.935 -1.083 0.916
C 0.680 0.891 -1.441
H 1.823 -0.705 0.422
H -2.042 1.523 2.889
H -0.100 -1.750 -0.799
H -1.402 -0.499 -2.405
H 1.136 -2.118 1.166
H 1.468 1.208 -0.758
H 3.602 1.481 1.790
H -0.413 -1.328 -4.392
H -1.893 1.072 -2.081
H -2.501 -0.164 -1.178
H -1.277 -2.436 -3.737
H 2.608 2.613 2.020
H 0.973 -0.902 3.014
H 1.116 0.141 -2.106
H -2.586 0.096 2.963
H 1.409 0.500 2.192
H -0.858 1.074 0.061
H -0.202 0.033 2.330
H -1.167 -1.324 0.522
H 0.427 1.780 -2.020
```


[3]
Molecular formula: C4H20N2O6
Method: DFT, ωB97M-V/def2-TZVPD

Values from the calculation:
**Charge**: 0
**Gap between HOMO and LUMO**: 9.425 eV
**Energy relative to the best compared isomer or geometry (same formula, charge and spin)**: 508.0 kJ/mol
**HOMO level**: -9.06 eV
**E_tot**: -725.2293 hartree

Structure (XYZ):
```
32
C4H20N2O6 (ωB97M-V/def2-TZVPD)
O -1.486 -2.186 1.909
O 1.381 -3.421 0.604
O -1.960 1.516 -3.256
O 3.063 -0.380 -3.594
O -1.879 0.292 2.899
O 2.080 2.668 1.697
N 0.029 0.205 0.646
N 1.876 -0.879 -0.526
C -2.371 0.636 -0.091
C 0.977 0.260 -0.487
C -1.677 1.173 2.074
C -1.142 1.065 0.640
H -0.138 -0.837 0.953
H 1.492 -1.703 -0.956
H 1.712 1.155 -0.508
H -1.628 -1.696 2.639
H 0.805 -2.731 0.747
H -1.054 1.339 -3.130
H -2.776 1.446 -0.636
H -1.899 2.503 -3.313
H 1.029 -4.283 0.822
H 2.124 -1.234 0.294
H 2.434 -0.335 -2.892
H -3.198 0.246 0.620
H -2.248 -0.240 -0.834
H -1.624 -3.009 2.010
H 1.626 1.696 1.571
H -1.836 2.240 2.210
H 3.927 -0.510 -3.240
H 0.368 0.418 -1.397
H 2.819 2.407 2.182
H -0.827 2.179 0.345
```


[4]
Molecular formula: C4H20N2O6S
Method: DFT, ωB97M-V/def2-TZVPD

Values from the calculation:
**Charge**: 0
**Gap between HOMO and LUMO**: 9.498 eV
**Energy relative to the best compared isomer or geometry (same formula, charge and spin)**: 425.4 kJ/mol
**HOMO level**: -9.06 eV
**E_tot**: -1123.4320 hartree

Structure (XYZ):
```
33
C4H20N2O6S (ωB97M-V/def2-TZVPD)
S 0.040 0.522 -2.885
O -2.837 -0.572 -1.651
O 1.324 -2.343 -3.131
O -0.236 -2.956 -0.128
O 0.919 2.454 2.992
O 1.085 1.954 0.592
O 3.593 -0.180 0.755
N 0.454 0.162 1.849
N -1.944 1.343 0.532
C -0.758 0.804 -0.254
C 0.417 1.041 0.766
C -0.196 -1.106 1.996
C -0.542 1.580 -1.552
H 0.389 2.115 -1.487
H -2.765 0.748 0.582
H 1.508 2.692 2.446
H -2.442 0.327 -1.793
H -0.817 -2.665 -0.751
H 0.384 -2.010 2.141
H 3.388 0.768 0.721
H -3.574 -0.673 -2.321
H 0.200 3.102 2.627
H -0.799 -0.300 -0.501
H 3.855 -0.375 1.564
H -1.008 -0.913 2.837
H -0.971 -1.394 1.302
H -1.452 2.103 -1.745
H 1.739 -1.501 -3.439
H -1.596 1.282 1.458
H 0.519 -3.212 -0.631
H 0.792 0.575 2.691
H 2.023 -2.822 -2.670
H -0.693 -0.551 -2.911
```


[5]
Molecular formula: C4H20NO6
Method: DFT, ωB97M-V/def2-TZVPD

Values from the calculation:
**Charge**: -1
**Gap between HOMO and LUMO**: 8.983 eV
**Energy relative to the best compared isomer or geometry (same formula, charge and spin)**: 113.3 kJ/mol
**HOMO level**: -5.68 eV
**E_tot**: -670.6032 hartree

Structure (XYZ):
```
31
C4H20NO6 (ωB97M-V/def2-TZVPD)
O 2.806 1.650 2.052
O 1.727 -0.958 1.299
O 0.792 2.435 -1.898
O 4.469 -1.101 0.401
O -1.448 -0.321 2.144
O 2.144 0.306 -0.753
N -1.804 -0.196 -0.982
C -2.728 -0.774 -1.969
C -1.949 0.800 1.394
C -2.643 0.150 0.175
C -0.810 -1.246 -0.672
H -0.170 -1.002 0.175
H -0.137 -1.241 -1.543
H 2.006 -0.409 0.113
H -2.314 -0.841 -2.982
H -0.012 1.879 -1.906
H -1.281 -2.187 -0.381
H 1.883 1.491 1.862
H 4.582 -0.228 0.016
H 3.315 0.868 1.833
H 1.408 1.825 -1.426
H 1.436 -0.327 1.953
H -3.317 -0.609 0.572
H -3.096 -1.758 -1.681
H -2.589 1.445 2.005
H -1.113 1.423 1.036
H -3.671 -0.219 -2.005
H -3.198 1.024 -0.257
H 3.615 -1.091 0.880
H 2.631 -0.280 -1.362
H -0.534 -0.509 1.907
```


[6]
Molecular formula: C4H20NO6S
Method: DFT, ωB97M-V/def2-TZVPD

Values from the calculation:
**Charge**: 0
**Spin multiplicity**: 2
**Gap between HOMO and LUMO (alpha / beta)**: 3.301 / 6.795 eV
**Energy relative to the best compared isomer or geometry (same formula, charge and spin)**: 0.0 kJ/mol
**HOMO level (alpha / beta)**: -3.43 / -6.95 eV
**E_tot**: -1068.6533 hartree

Structure (XYZ):
```
32
C4H20NO6S (ωB97M-V/def2-TZVPD)
S -1.602 1.716 -2.465
O 4.490 0.701 -0.659
O -0.211 1.557 1.414
O 0.142 3.130 3.560
O -1.840 -1.850 1.783
O 2.161 -2.729 -0.821
O 2.538 -0.482 2.513
N -0.134 -0.843 0.089
C -1.286 -0.005 -2.831
C -1.750 -1.080 -1.848
C -1.555 -0.787 -0.379
C -2.260 -1.737 0.577
H -0.515 2.415 1.091
H 2.688 -3.385 -1.293
H -2.792 -1.410 -1.906
H 2.739 -0.836 3.390
H -0.709 2.970 3.983
H 5.032 0.114 -1.187
H 0.023 -1.675 0.668
H -3.294 -1.959 0.334
H 0.264 -0.039 0.604
H -2.921 1.927 -2.638
H 0.262 1.829 2.225
H -1.501 -0.379 -3.830
H 0.858 2.829 4.126
H 0.529 -0.963 -0.686
H 3.414 -0.541 2.108
H -1.946 0.166 -0.035
H -0.193 0.026 -2.757
H 4.845 1.568 -0.468
H -1.215 -2.019 -2.043
H 2.854 -2.392 -0.228
```


[7]
Molecular formula: C4H20O7V
Method: DFT, ωB97M-V/def2-TZVPD

Values from the calculation:
**Charge**: 0
**Spin multiplicity**: 4
**Gap between HOMO and LUMO (alpha / beta)**: 5.432 / 6.739 eV
**Energy relative to the best compared isomer or geometry (same formula, charge and spin)**: 0.0 kJ/mol
**HOMO level (alpha / beta)**: -6.11 / -7.45 eV
**E_tot**: -1635.0781 hartree

Structure (XYZ):
```
32
C4H20O7V (ωB97M-V/def2-TZVPD)
V -0.042 0.361 -0.863
O 0.679 -3.064 -0.239
O 1.070 2.224 -1.500
O -1.357 -1.178 -0.351
O -1.874 1.160 -1.964
O -0.748 1.664 0.787
O 1.684 -0.255 0.107
O 0.613 -0.423 -2.793
C 2.353 0.210 1.201
C 2.489 1.736 1.304
C -2.074 -2.158 1.743
C -2.416 -1.680 0.333
H 2.920 2.011 2.272
H -0.905 2.602 0.654
H 1.223 -2.648 0.438
H -2.732 0.752 -2.111
H -1.393 -3.012 1.703
H 0.919 2.822 -2.236
H 1.541 2.257 1.157
H 1.902 -0.151 2.163
H 0.559 -1.387 -2.846
H -0.121 -2.485 -0.248
H 3.390 -0.187 1.247
H 3.193 2.097 0.537
H 1.723 2.643 -0.924
H -0.824 1.495 1.731
H -2.980 -2.428 2.296
H -2.865 -2.545 -0.205
H -3.259 -0.950 0.400
H -1.881 2.005 -2.421
H 0.744 -0.097 -3.684
H -1.531 -1.392 2.310
```


[8]
Molecular formula: C4H21N2O6S
Method: DFT, ωB97M-V/def2-TZVPD

Values from the calculation:
**Charge**: -1
**Gap between HOMO and LUMO**: 5.856 eV
**Energy relative to the best compared isomer or geometry (same formula, charge and spin)**: 0.0 kJ/mol
**HOMO level**: -2.95 eV
**E_tot**: -1124.1037 hartree

Structure (XYZ):
```
34
C4H21N2O6S (ωB97M-V/def2-TZVPD)
S -1.468 0.183 1.805
O -0.361 2.700 -1.549
O -0.881 0.397 -3.888
O 1.415 2.297 0.686
O -4.169 0.695 -0.402
O -2.196 -2.644 -0.311
O 1.373 -3.841 -1.303
N 2.818 0.506 1.425
N 0.259 -0.357 -0.671
C 2.778 1.817 0.901
C 0.160 -0.292 1.867
C 0.829 -0.864 0.600
C 2.326 -0.476 0.443
H 1.534 -2.889 -1.231
H 0.850 1.797 1.299
H 0.545 0.606 -0.788
H -0.591 2.186 -0.759
H 2.526 0.006 -0.503
H 0.516 2.998 -1.243
H -1.532 -2.031 0.025
H -2.269 -0.558 2.647
H -2.497 -2.205 -1.111
H 3.001 -1.313 0.545
H 2.348 0.464 2.308
H 0.701 -1.944 0.727
H 0.697 0.291 2.596
H -3.603 0.596 0.381
H -0.769 1.100 -3.230
H 3.264 1.808 -0.067
H 3.238 2.562 1.560
H -3.588 0.397 -1.110
H -1.294 -0.343 -3.416
H -0.754 -0.354 -0.700
H 0.442 -3.842 -1.051
```


[9]
Molecular formula: C4H21N2O7
Method: DFT, ωB97M-V/def2-TZVPD

Values from the calculation:
**Charge**: +1
**Gap between HOMO and LUMO**: 10.419 eV
**Energy relative to the best compared isomer or geometry (same formula, charge and spin)**: 57.7 kJ/mol
**HOMO level**: -13.20 eV
**E_tot**: -801.0247 hartree

Structure (XYZ):
```
34
C4H21N2O7 (ωB97M-V/def2-TZVPD)
O -2.096 -0.282 -1.676
O 2.983 0.857 -0.070
O -0.013 -1.801 -3.618
O -0.717 -0.605 0.719
O -1.744 3.253 1.210
O -0.961 1.081 2.661
O 0.448 2.486 -0.314
N 0.856 -0.154 -1.262
N 2.172 0.249 1.981
C 0.283 -1.603 0.624
C -0.297 -2.706 -0.279
C 2.234 0.220 0.642
C 1.452 -0.937 -0.121
H 1.581 0.271 -1.840
H 0.653 -2.001 1.570
H 1.574 -0.380 2.479
H -2.658 3.185 0.907
H 0.225 -0.753 -1.809
H -2.993 -0.076 -1.967
H 1.322 2.865 -0.221
H 2.280 -1.546 -0.472
H -1.692 4.121 1.633
H -0.224 2.945 0.229
H -0.878 -1.377 -3.698
H -1.283 1.932 2.344
H 0.307 0.606 -0.844
H -0.102 -2.629 -4.099
H 2.653 1.043 2.373
H -0.692 -3.553 0.291
H -1.150 -2.354 -0.849
H -2.078 0.104 -0.790
H -1.224 0.865 3.558
H -0.708 -0.180 1.606
H 0.487 -3.149 -0.897
```


[10]
Molecular formula: C4H21NO7
Method: DFT, ωB97M-V/def2-TZVPD

Values from the calculation:
**Charge**: 0
**Gap between HOMO and LUMO**: 10.742 eV
**Energy relative to the best compared isomer or geometry (same formula, charge and spin)**: 15.8 kJ/mol
**HOMO level**: -10.44 eV
**E_tot**: -746.4487 hartree

Structure (XYZ):
```
33
C4H21NO7 (ωB97M-V/def2-TZVPD)
O -0.871 2.821 1.279
O -2.835 -1.223 0.012
O -0.552 0.669 2.633
O -2.492 2.444 -1.211
O -1.306 -3.056 -2.001
O 0.712 -1.406 1.982
O 1.485 3.737 0.458
N 0.652 -3.232 0.784
C 1.806 0.739 -1.554
C 0.991 -0.360 -0.978
C 1.909 -1.329 -0.135
C 1.087 -1.957 0.936
H 2.024 1.654 -0.964
H -3.193 -0.337 -0.126
H -2.250 -2.937 -1.834
H 2.047 2.959 0.580
H -0.688 1.920 1.692
H -2.293 2.219 -0.281
H 0.008 -0.131 2.299
H -1.311 3.224 2.039
H -1.127 -2.393 -2.679
H 2.605 -0.652 0.390
H 1.229 1.195 -2.399
H -1.897 3.175 -1.401
H 0.741 3.414 1.031
H 2.816 0.403 -1.875
H -1.316 0.161 2.933
H -2.121 -1.350 -0.617
H 0.245 -0.016 -0.249
H 0.290 -0.902 -1.613
H 0.168 -3.603 1.604
H 1.015 -3.820 0.051
H 2.422 -2.030 -0.786
```


[11]
Molecular formula: C4H22B3KO2
Method: DFT, ωB97M-V/def2-TZVPD

Values from the calculation:
**Charge**: -1
**Spin multiplicity**: 2
**Gap between HOMO and LUMO (alpha / beta)**: 7.798 / 4.875 eV
**HOMO level (alpha / beta)**: -5.58 / -5.58 eV
**E_tot**: -990.1936 hartree

Structure (XYZ):
```
32
C4H22B3KO2 (ωB97M-V/def2-TZVPD)
K -23.253 25.666 -21.367
O -20.343 21.771 -18.313
O -22.200 24.047 -19.773
C -20.762 24.322 -20.040
C -21.648 21.852 -18.817
C -22.398 23.282 -18.611
C -20.241 21.717 -16.954
B -20.474 27.513 -22.680
B -21.706 24.478 -23.691
B -25.758 27.159 -21.324
H -22.002 23.892 -17.800
H -20.760 26.990 -21.780
H -25.542 27.950 -20.622
H -26.800 27.203 -21.602
H -19.992 23.551 -20.059
H -19.580 28.107 -22.571
H -23.464 23.242 -18.388
H -20.659 24.331 -23.476
H -22.232 23.864 -22.977
H -20.386 25.104 -19.379
H -21.983 25.520 -23.653
H -20.897 22.241 -16.259
H -21.324 28.092 -23.006
H -21.604 21.675 -19.891
H -20.693 24.796 -21.019
H -19.281 22.189 -16.748
H -21.763 24.250 -24.744
H -22.205 20.991 -18.446
H -20.156 20.701 -16.566
H -25.539 26.177 -20.934
H -25.250 27.366 -22.253
H -20.293 26.718 -23.387
```


[12]
Molecular formula: C4H22N2O7S
Method: DFT, ωB97M-V/def2-TZVPD

Values from the calculation:
**Charge**: +1
**Spin multiplicity**: 2
**Gap between HOMO and LUMO (alpha / beta)**: 10.194 / 5.037 eV
**Energy relative to the best compared isomer or geometry (same formula, charge and spin)**: 239.2 kJ/mol
**HOMO level (alpha / beta)**: -13.46 / -13.39 eV
**E_tot**: -1199.6019 hartree

Structure (XYZ):
```
36
C4H22N2O7S (ωB97M-V/def2-TZVPD)
S -2.508 -0.077 -2.622
O -0.531 -1.159 0.762
O 1.112 0.426 3.151
O 2.666 0.047 -2.274
O 2.381 -1.984 2.058
O 1.799 -1.710 -0.615
O -0.163 0.842 -3.854
O 0.393 -3.728 1.410
N -1.789 -0.057 2.219
N -1.667 2.319 0.318
C -0.526 3.111 -0.099
C -1.705 0.845 -0.018
C -1.180 -0.166 0.957
C -1.253 0.540 -1.464
H 0.199 1.624 -4.179
H 2.357 -0.027 -1.372
H -0.021 -3.139 0.727
H -0.896 1.560 -1.878
H 0.888 -1.697 -0.220
H -2.404 -1.343 -2.907
H -2.467 2.871 -0.043
H 1.804 -1.229 1.949
H -1.383 -0.704 2.949
H -2.070 0.882 2.500
H 2.399 -2.087 0.225
H -0.737 4.180 -0.320
H -0.279 -3.679 2.032
H -0.003 2.622 -1.019
H 1.856 -2.787 2.138
H 0.590 0.262 -3.731
H -2.783 0.614 0.003
H 1.855 0.675 2.635
H -0.293 -0.038 -1.696
H 2.900 -0.897 -2.444
H 1.244 0.001 3.978
H 0.216 3.086 0.746
```


Q: Which formula does entry 2 have?
A: C4H20N2O3


Q: What is the formula in the twelfth record?
A: C4H22N2O7S